w) A 3-piece molecular cluster, C3H11NO3 overall. Source: the OMol25 dataset; level of theory: the ωB97M-V functional and the def2-TZVPD basis.

Cartesian coordinates (Å):
C  2.238  -0.861  1.458
N  1.736  -0.827  0.125
C  2.350  -1.370  -0.988
C  3.798  -1.950  -0.756
O  1.971  -1.472  -2.155
H  1.281  -0.814  1.953
H  2.518  -1.834  1.825
H  2.953  -0.100  1.589
H  1.043  -0.049  -0.124
H  4.454  -1.196  -0.559
H  4.026  -2.686  -1.519
H  3.427  -2.671  0.104
O  -3.647  3.052  -0.209
H  -4.516  2.724  -0.327
H  -3.730  3.800  -0.660
O  -6.162  2.090  1.742
H  -5.648  2.202  2.587
H  -5.563  2.135  0.953

- Structure (SMILES): CNC(C)=O.O.O
- Highest occupied orbital energy: -9.1 eV

---

x) A 3-piece molecular cluster, C3H11NO3 overall. Source: the OMol25 dataset; level of theory: the ωB97M-V functional and the def2-TZVPD basis.

Cartesian coordinates (Å):
C  -1.502  -0.856  0.601
C  -1.125  0.632  0.652
N  -0.721  1.069  -0.675
C  -0.048  0.914  1.664
O  -0.175  1.738  2.525
H  -2.463  -0.907  0.087
H  -0.759  -1.464  0.078
H  -1.741  -1.237  1.592
H  -2.013  1.161  1.009
H  -1.206  0.521  -1.379
H  -0.915  2.035  -0.888
H  0.882  0.322  1.612
O  1.530  -2.235  -1.548
H  2.196  -1.562  -1.727
H  1.868  -3.081  -1.861
O  2.325  0.966  -0.881
H  2.495  1.243  0.026
H  1.373  0.743  -0.888

- Structure (SMILES): C[C@H](N)C=O.O.O
- Highest occupied orbital energy: -9.8 eV

---

It turns out x) is the most stable, with the second structure 136.5 kJ/mol higher.

---

w) A 4-piece molecular cluster, C3H11NO3 overall. Source: the OMol25 dataset; level of theory: the ωB97M-V functional and the def2-TZVPD basis.

Cartesian coordinates (Å):
C  -0.108  -0.298  2.283
C  0.758  0.664  1.790
N  1.076  1.004  0.444
C  1.749  0.263  -0.357
H  -0.648  -1.042  1.742
H  -0.294  -0.320  3.326
H  1.205  1.336  2.498
H  2.000  0.712  -1.426
H  2.188  -0.717  -0.158
O  -1.248  1.992  -1.034
H  -0.593  2.305  -0.368
H  -2.055  1.686  -0.637
O  0.499  -2.202  -0.933
H  -0.052  -1.531  -1.275
H  -0.159  -2.741  -0.432
O  -1.465  -0.611  -1.491
H  -1.691  -0.821  -2.379
H  -1.160  0.322  -1.594

- Structure (SMILES): C=CN=C.O.O.O
- Highest occupied orbital energy: -9.0 eV

---

x) A 3-piece molecular cluster, C3H11NO3 overall. Source: the OMol25 dataset; level of theory: the ωB97M-V functional and the def2-TZVPD basis.

Cartesian coordinates (Å):
O  -2.227  0.515  -1.136
C  -2.491  0.478  0.028
O  -2.648  -0.616  0.744
H  -2.665  1.363  0.655
H  -2.460  -1.410  0.199
C  1.727  1.098  0.370
N  0.569  0.246  0.566
C  0.930  -1.158  0.686
H  2.439  1.056  1.205
H  2.253  0.787  -0.526
H  1.395  2.131  0.250
H  0.098  0.542  1.422
H  1.765  -1.333  1.381
H  0.066  -1.719  1.039
H  1.213  -1.528  -0.297
O  0.214  -0.404  -2.412
H  -0.744  -0.265  -2.393
H  0.566  0.218  -1.780

- Structure (SMILES): O=CO.CNC.O
- Highest occupied orbital energy: -9.2 eV

---

It turns out x) is the most stable, with the second structure 147.5 kJ/mol higher.

---

w) A 2-piece molecular cluster, C3H11NO3 overall. Source: the OMol25 dataset; level of theory: the ωB97M-V functional and the def2-TZVPD basis.

Cartesian coordinates (Å):
O  -1.193  2.155  0.977
C  -0.485  1.027  1.464
C  0.657  0.698  0.503
N  0.102  0.112  -0.715
C  0.868  -0.619  -1.696
O  2.045  -1.139  -1.097
H  -1.619  2.582  1.723
H  -1.162  0.167  1.490
H  -0.014  1.170  2.442
H  1.372  0.032  0.976
H  1.138  1.657  0.256
H  -0.629  0.712  -1.072
H  1.102  -0.032  -2.593
H  0.328  -1.505  -2.033
H  2.706  -0.420  -1.095
O  -1.793  -2.484  -0.118
H  -2.250  -2.372  0.721
H  -1.172  -1.741  -0.134

- Structure (SMILES): OCCNCO.O
- Highest occupied orbital energy: -8.8 eV

---

x) A 3-piece molecular cluster, C3H11NO3 overall. Source: the OMol25 dataset; level of theory: the ωB97M-V functional and the def2-TZVPD basis.

Cartesian coordinates (Å):
N  -1.561  0.153  1.892
C  -0.217  -0.343  1.722
C  0.231  -0.375  0.245
C  1.419  -1.230  -0.051
O  1.537  -2.360  0.346
H  -1.781  0.679  2.718
H  -2.254  -0.572  1.765
H  0.509  0.197  2.328
H  -0.175  -1.384  2.084
H  0.308  0.698  0.063
H  -0.475  -0.722  -0.526
H  2.309  -0.676  -0.411
O  1.300  -0.267  -3.294
H  1.374  -1.231  -3.277
H  1.025  -0.148  -2.372
O  -1.179  2.128  -1.064
H  -1.168  2.745  -0.324
H  -1.202  2.707  -1.844

- Structure (SMILES): NCCC=O.O.O
- Highest occupied orbital energy: -9.1 eV

---

y) A 4-piece molecular cluster, C3H11NO3 overall. Source: the OMol25 dataset; level of theory: the ωB97M-V functional and the def2-TZVPD basis.

Cartesian coordinates (Å):
C  2.061  0.151  1.212
C  0.952  0.916  1.578
N  -0.178  0.848  0.796
C  -0.487  1.731  -0.097
H  1.986  -0.509  0.341
H  3.037  0.164  1.687
H  0.987  1.547  2.464
H  -1.274  1.517  -0.938
H  0.048  2.624  -0.148
O  -1.983  -1.700  1.271
H  -2.491  -0.938  0.996
H  -1.190  -1.259  1.653
O  0.688  0.398  -2.320
H  0.320  -0.448  -2.161
H  1.572  0.266  -2.611
O  -1.073  -1.536  -1.358
H  -1.828  -1.774  -1.867
H  -1.146  -1.998  -0.499

- Structure (SMILES): C=CN=C.O.O.O
- Highest occupied orbital energy: -8.6 eV

---

z) A 3-piece molecular cluster, C3H11NO3 overall. Source: the OMol25 dataset; level of theory: the ωB97M-V functional and the def2-TZVPD basis.

Cartesian coordinates (Å):
C  -0.364  2.239  -0.602
N  0.331  0.943  -0.499
C  0.185  -0.226  -1.228
C  -1.136  -0.579  -1.829
O  1.092  -1.066  -1.392
H  0.109  2.991  -1.224
H  -0.526  2.525  0.425
H  -1.390  2.077  -1.054
H  1.088  0.974  0.234
H  -0.848  -1.165  -2.683
H  -1.863  -1.142  -1.148
H  -1.634  0.326  -2.262
O  -0.164  -1.758  3.499
H  0.417  -1.640  2.776
H  -0.244  -0.843  3.866
O  1.466  -0.907  1.346
H  1.291  -1.157  0.274
H  2.189  -1.593  1.501

- Structure (SMILES): CNC(C)=O.O.O
- Highest occupied orbital energy: -10.1 eV

---

It turns out z) is the most stable, with the second structure 50.4 kJ/mol higher.

---

w) A 2-piece molecular cluster, C3H11NO3 overall. Source: the OMol25 dataset; level of theory: the ωB97M-V functional and the def2-TZVPD basis.

Cartesian coordinates (Å):
N  0.715  0.786  -0.491
C  -0.390  0.510  0.435
C  -1.736  0.905  -0.133
O  -1.770  2.240  -0.640
C  -0.293  -0.989  0.669
O  0.909  -1.308  1.367
H  0.517  0.460  -1.424
H  1.069  1.729  -0.503
H  -0.215  1.044  1.371
H  -2.556  0.915  0.591
H  -2.035  0.254  -0.959
H  -1.017  2.800  -0.448
H  -0.299  -1.543  -0.275
H  -1.071  -1.422  1.302
H  1.567  -0.661  1.079
O  2.210  -2.074  -1.016
H  2.268  -2.503  -0.150
H  2.130  -1.142  -0.773

- Structure (SMILES): NC(CO)CO.O
- Highest occupied orbital energy: -10.2 eV

---

x) A 4-piece molecular cluster, C3H11NO3 overall. Source: the OMol25 dataset; level of theory: the ωB97M-V functional and the def2-TZVPD basis.

Cartesian coordinates (Å):
C  1.826  -1.456  0.306
C  1.245  -1.428  -0.974
N  -0.131  -1.181  -1.382
C  -0.990  -1.204  -0.414
H  1.475  -1.584  1.315
H  2.957  -1.467  0.589
H  1.846  -1.521  -1.909
H  -1.923  -0.681  -0.561
H  -0.658  -1.412  0.621
O  -0.412  1.755  -1.739
H  -0.114  0.822  -1.873
H  0.092  2.275  -2.403
O  -1.233  -0.121  2.407
H  -1.516  0.775  2.083
H  -0.394  -0.072  2.924
O  -0.843  2.327  0.749
H  -0.183  1.672  0.445
H  -1.043  2.499  -0.184

- Structure (SMILES): C=CN=C.O.O.O
- Highest occupied orbital energy: -9.6 eV

---

It turns out w) is the most stable, with the second structure 186.7 kJ/mol higher.